Computed, not measured: C47H56GeMoN7O2P as an isolated structure, with ωB97M-V with the def2-TZVPD basis set.

```
115
Properties=species:S:1:pos:R:3
Mo 0.09 0.87 0.83
O -0.25 -3.64 1.15
C -0.78 -3.66 2.40
C -1.09 -4.93 2.90
C -1.62 -5.07 4.17
C -1.86 -3.95 4.96
C -1.56 -2.70 4.47
C -1.02 -2.53 3.19
C -0.70 -1.16 2.74
O -0.11 -1.03 1.55
N -1.03 -0.13 3.45
N -0.66 1.01 2.76
C -0.91 2.21 3.29
C -0.51 3.29 2.50
C -0.65 4.66 2.84
C -0.20 5.62 1.98
C 0.41 5.23 0.76
C 0.53 3.90 0.47
N 0.07 2.94 1.30
H 0.00 -2.72 0.96
H -0.89 -5.78 2.27
H -1.85 -6.06 4.54
H -2.27 -4.06 5.95
H -1.72 -1.82 5.06
H -1.38 2.29 4.26
H -1.10 4.91 3.78
H -0.31 6.66 2.23
H 0.79 5.97 0.06
H 0.98 3.55 -0.44
C 1.99 0.85 0.79
Ge 3.07 -0.69 1.22
C 4.94 -0.15 1.48
C 5.91 -1.06 1.88
C 7.22 -0.66 2.13
C 7.57 0.67 2.01
C 6.61 1.60 1.64
C 5.31 1.19 1.38
C 2.55 -1.55 2.89
C 2.24 -0.79 4.01
C 1.92 -1.40 5.21
C 1.91 -2.79 5.31
C 2.21 -3.56 4.20
C 2.53 -2.94 3.00
C 2.94 -2.02 -0.22
C 3.90 -3.01 -0.41
C 3.78 -3.95 -1.42
C 2.69 -3.91 -2.28
C 1.74 -2.92 -2.12
C 1.87 -1.98 -1.11
H 2.52 1.72 0.38
H 5.66 -2.11 2.02
H 7.95 -1.39 2.44
H 8.59 0.99 2.22
H 6.88 2.65 1.55
H 4.58 1.94 1.10
H 2.23 0.29 3.94
H 1.67 -0.80 6.08
H 1.64 -3.27 6.25
H 2.18 -4.64 4.26
H 2.74 -3.56 2.13
H 4.77 -3.06 0.24
H 4.54 -4.71 -1.54
H 2.59 -4.65 -3.07
H 0.88 -2.89 -2.79
H 1.12 -1.20 -1.02
N -0.55 0.97 -0.91
P -1.61 1.09 -2.07
N -2.61 -0.21 -2.00
C -2.29 -1.41 -1.22
C -3.50 -2.35 -1.19
C -4.77 -1.54 -1.04
C -5.00 -0.68 -2.29
C -3.67 -0.37 -2.99
N -2.42 2.52 -2.01
C -2.92 3.27 -3.16
C -4.43 3.43 -3.12
C -4.88 4.04 -1.79
C -4.35 3.21 -0.63
C -2.84 3.06 -0.72
N -0.92 1.09 -3.59
C -0.40 -0.24 -3.97
C 0.50 -0.13 -5.19
C 1.75 0.71 -4.89
C 1.49 1.66 -3.72
C 0.07 2.19 -3.79
H -2.06 -1.11 -0.19
H -1.40 -1.92 -1.61
H -3.36 -3.06 -0.37
H -3.55 -2.95 -2.11
H -4.67 -0.89 -0.16
H -5.63 -2.18 -0.85
H -5.51 0.25 -2.03
H -5.65 -1.20 -3.00
H -3.75 0.54 -3.58
H -3.41 -1.17 -3.69
H -2.59 2.78 -4.07
H -2.45 4.27 -3.13
H -4.90 2.44 -3.23
H -4.76 4.04 -3.96
H -5.97 4.12 -1.75
H -4.48 5.06 -1.72
H -4.80 2.21 -0.65
H -4.61 3.67 0.33
H -2.47 2.41 0.08
H -2.35 4.04 -0.58
H -1.25 -0.89 -4.17
H 0.17 -0.68 -3.15
H -0.08 0.31 -6.01
H 0.77 -1.14 -5.51
H 2.02 1.29 -5.78
H 2.60 0.06 -4.67
H 2.20 2.49 -3.74
H 1.62 1.15 -2.76
H -0.12 2.67 -4.76
H -0.09 2.95 -3.02
```

The value obtained for the maximum force is 0.7 eV/Å. Its spin multiplicity is 3. The HOMO energy (spin up / spin down) is -5.868 / -7.367 eV. As for the HOMO-LUMO gap (spin up / spin down): 6.14 / 6.80 eV. Its total charge is 0. The LUMO energy (spin up / spin down) is 0.00997 / -0.02073 hartree.

Computed, not measured: C47H56N12OS2V as an isolated structure, with ωB97M-V with the def2-TZVPD basis set.

```
119
Properties=species:S:1:pos:R:3
V 0.30 -0.14 0.17
C -1.85 3.10 2.13
C -1.14 1.86 1.72
N -1.08 1.38 0.53
N -1.76 1.94 -0.51
C -3.07 1.78 -0.48
N -3.70 2.23 -1.62
S -4.03 1.01 0.70
C -0.41 1.06 2.74
C -0.42 1.41 4.08
C 0.18 0.57 5.01
C 0.76 -0.61 4.56
C 0.75 -0.88 3.21
N 0.19 -0.07 2.31
H -2.25 3.60 1.25
H -1.17 3.77 2.65
H -2.69 2.86 2.78
H -3.18 2.88 -2.20
H -4.69 2.35 -1.55
H -0.90 2.32 4.40
H 0.18 0.83 6.06
H 1.23 -1.31 5.24
H 1.20 -1.78 2.81
C 1.53 6.13 -2.00
C 2.84 5.34 -1.90
C 3.83 6.10 -1.01
C 3.45 5.20 -3.30
C 2.51 3.98 -1.30
C 2.27 3.84 0.08
C 1.86 2.63 0.57
N 1.69 1.55 -0.19
C 1.99 1.63 -1.49
C 2.36 2.84 -2.07
C 1.88 0.38 -2.28
C 2.68 0.22 -3.37
C 2.55 -1.00 -4.15
C 1.70 -1.94 -3.72
C 0.93 -1.83 -2.43
N 1.02 -0.54 -1.77
C 3.40 -1.21 -5.41
C 4.54 -2.18 -5.06
C 4.01 0.10 -5.92
C 2.56 -1.81 -6.54
H 1.70 7.08 -2.51
H 1.12 6.34 -1.01
H 0.78 5.57 -2.56
H 4.12 7.03 -1.50
H 4.74 5.51 -0.84
H 3.41 6.36 -0.05
H 3.74 6.19 -3.66
H 2.73 4.79 -4.02
H 4.33 4.56 -3.30
H 2.38 4.68 0.76
H 1.63 2.52 1.63
H 2.51 2.87 -3.14
H 3.37 1.00 -3.65
H 1.56 -2.85 -4.29
H -0.13 -2.03 -2.64
H 5.13 -1.79 -4.22
H 5.21 -2.31 -5.92
H 4.15 -3.15 -4.77
H 4.73 0.51 -5.21
H 3.25 0.85 -6.11
H 4.54 -0.09 -6.86
H 2.15 -2.78 -6.28
H 3.17 -1.94 -7.43
H 1.72 -1.15 -6.79
C -0.50 -4.49 -2.60
C 0.89 -4.39 -1.98
C 1.32 -3.01 -1.53
N 2.01 -2.99 -0.45
H -0.73 -5.53 -2.82
H -0.59 -3.93 -3.54
H -1.28 -4.12 -1.92
H 1.64 -4.74 -2.70
H 0.97 -5.04 -1.11
C 5.19 -0.46 4.30
C 4.50 -1.56 3.54
C 4.38 -2.85 4.05
C 3.71 -3.77 3.28
N 3.18 -3.47 2.09
C 3.37 -2.23 1.69
S 2.70 -1.58 0.18
N 3.99 -1.25 2.35
H 6.14 -0.81 4.71
H 4.56 -0.14 5.14
H 5.36 0.39 3.65
H 4.80 -3.12 5.01
H 3.57 -4.79 3.62
C -7.55 -0.14 2.07
C -6.85 -1.46 1.93
C -7.42 -2.51 1.22
C -6.75 -3.72 1.06
C -5.51 -3.92 1.65
N -4.89 -5.18 1.46
C -3.58 -5.56 1.61
O -3.29 -6.71 1.91
N -2.59 -4.62 1.42
C -2.54 -3.52 0.55
C -3.44 -3.28 -0.49
C -3.26 -2.16 -1.28
C -2.19 -1.32 -1.05
N -1.31 -1.56 -0.07
C -1.49 -2.63 0.71
C -4.94 -2.89 2.39
C -5.60 -1.68 2.51
H -8.52 -0.16 1.58
H -6.95 0.65 1.61
H -7.69 0.12 3.12
H -8.39 -2.38 0.75
H -7.20 -4.51 0.48
H -5.50 -5.98 1.49
H -1.69 -4.98 1.71
H -4.27 -3.95 -0.67
H -3.95 -1.94 -2.08
H -2.02 -0.43 -1.64
H -0.76 -2.78 1.49
H -3.98 -3.02 2.86
H -5.13 -0.87 3.06
```

The value obtained for the maximum force is 0.6 eV/Å. Its spin multiplicity is 4. The HOMO energy (spin up / spin down) is -6.004 / -6.305 eV. As for the HOMO-LUMO gap (spin up / spin down): 5.94 / 6.02 eV. Its total charge is 0. The LUMO energy (spin up / spin down) is -0.00222 / -0.01059 hartree.